1.
Formula: C50H36Cl3CoF4N10S4Si
Source: the Open Molecules 2025 dataset
Level of theory: wB97M-V/def2-TZVPD

Properties
* energy above the lowest of the compared OMol25 structures with the same formula, charge and spin: 33.6 kJ/mol
* max |F|: 1.640 eV Å⁻¹
* net charge: +1
* gap between HOMO and LUMO (spin up / spin down): 4.371 / 4.209 eV
* spin multiplicity: 2
* expectation value of S²: 0.840
* energy: -204607.6246 eV
* HOMO (spin up / spin down): -9.87 / -9.70 eV

Geometry as XYZ:
```
109
C50H36Cl3CoF4N10S4Si wB97M-V/def2-TZVPD
Co -2.31 -1.03 -1.43
N -2.24 -0.93 0.49
S -1.79 -0.77 1.84
N -0.27 -1.29 2.26
S 1.02 -0.59 1.77
N 1.16 -0.09 0.33
S 0.99 -0.94 -1.10
N -0.31 -1.11 -1.70
C 1.84 -2.49 -0.82
C 0.99 -3.54 -0.50
C 1.52 -4.80 -0.28
C 2.90 -4.99 -0.38
C 3.74 -3.93 -0.70
C 3.21 -2.67 -0.93
C 2.15 0.00 -2.06
C 3.24 0.65 -1.50
C 4.15 1.28 -2.35
C 3.95 1.27 -3.72
C 2.84 0.62 -4.26
C 1.93 -0.03 -3.43
C 2.31 -1.69 2.28
C 2.03 -2.94 2.81
C 3.09 -3.75 3.20
C 4.39 -3.30 3.06
C 4.66 -2.03 2.55
C 3.61 -1.22 2.15
C 1.40 0.84 2.75
C 1.53 0.63 4.12
C 1.86 1.71 4.92
C 2.05 2.97 4.35
C 1.90 3.15 2.98
C 1.57 2.08 2.17
C -1.86 0.90 2.48
C -1.65 1.15 3.84
C -1.65 2.47 4.28
C -1.86 3.50 3.37
C -2.10 3.23 2.03
C -2.10 1.91 1.58
C -2.71 -1.66 3.06
C -3.94 -1.12 3.44
C -4.76 -1.85 4.28
C -4.35 -3.10 4.74
C -3.12 -3.62 4.36
C -2.29 -2.90 3.52
H -0.07 -3.35 -0.45
H 0.86 -5.62 -0.04
H 3.31 -5.98 -0.21
H 4.81 -4.09 -0.78
H 3.86 -1.85 -1.19
H 3.37 0.67 -0.43
H 5.02 1.78 -1.93
H 4.65 1.76 -4.38
H 2.68 0.62 -5.33
H 1.07 -0.54 -3.83
H 1.00 -3.26 2.90
H 2.89 -4.73 3.60
H 5.21 -3.93 3.37
H 5.68 -1.68 2.46
H 3.80 -0.22 1.77
H 1.39 -0.35 4.54
H 1.99 1.57 5.99
H 2.32 3.81 4.98
H 2.05 4.13 2.54
H 1.45 2.18 1.10
H -1.48 0.33 4.53
H -1.48 2.69 5.32
H -1.86 4.53 3.72
H -2.28 4.04 1.33
H -2.29 1.66 0.55
H -4.25 -0.15 3.06
H -5.72 -1.44 4.58
H -5.01 -3.67 5.38
H -2.82 -4.60 4.71
H -1.33 -3.29 3.21
C -6.79 -1.84 -3.85
N -5.35 -1.93 -3.69
C -4.47 -1.02 -4.04
N -4.89 0.06 -4.68
S -2.76 -1.26 -3.76
H -7.21 -2.84 -3.77
H -7.05 -1.45 -4.84
H -7.24 -1.21 -3.08
H -4.98 -2.76 -3.23
H -5.86 0.19 -4.92
H -4.23 0.73 -5.03
Cl -2.39 -4.24 0.55
Si -3.31 -3.01 -0.89
Cl -3.78 -4.54 -2.27
Cl -5.17 -2.63 -0.01
F -0.03 2.64 -0.97
C 0.47 3.24 -2.03
C 1.66 3.84 -1.94
F 2.30 3.80 -0.79
C 2.29 4.52 -3.06
C 1.49 4.55 -4.27
C 0.28 3.99 -4.35
F -0.39 4.07 -5.48
C -0.32 3.27 -3.24
C -1.52 2.65 -3.34
C -2.07 1.75 -2.36
N -2.59 0.97 -1.69
C -2.36 2.76 -4.50
N -3.10 2.78 -5.38
F 1.97 5.15 -5.34
C 3.52 5.07 -2.98
C 4.22 5.63 -4.11
N 4.84 6.03 -4.99
C 4.31 5.05 -1.77
N 4.98 5.04 -0.84
```

These are the Löwdin partial charges, in e, on atoms 1 to 99:
1. Co -0.109
2. N -0.345
3. S 0.765
4. N -0.338
5. S 0.866
6. N -0.347
7. S 0.770
8. N -0.288
9. C -0.297
10. C -0.082
11. C -0.052
12. C -0.063
13. C -0.063
14. C -0.056
15. C -0.323
16. C -0.085
17. C -0.068
18. C -0.067
19. C -0.057
20. C -0.054
21. C -0.317
22. C -0.048
23. C -0.048
24. C -0.053
25. C -0.052
26. C -0.065
27. C -0.320
28. C -0.067
29. C -0.053
30. C -0.054
31. C -0.047
32. C -0.053
33. C -0.324
34. C -0.074
35. C -0.059
36. C -0.062
37. C -0.059
38. C -0.061
39. C -0.334
40. C -0.070
41. C -0.057
42. C -0.058
43. C -0.060
44. C -0.112
45. H 0.046
46. H 0.114
47. H 0.112
48. H 0.113
49. H 0.107
50. H 0.095
51. H 0.112
52. H 0.114
53. H 0.115
54. H 0.115
55. H 0.102
56. H 0.117
57. H 0.115
58. H 0.116
59. H 0.116
60. H 0.128
61. H 0.117
62. H 0.114
63. H 0.115
64. H 0.084
65. H 0.126
66. H 0.115
67. H 0.111
68. H 0.109
69. H 0.073
70. H 0.124
71. H 0.113
72. H 0.111
73. H 0.113
74. H 0.077
75. C -0.042
76. N -0.035
77. C -0.775
78. N 0.143
79. S 0.650
80. H 0.098
81. H 0.085
82. H 0.097
83. H 0.003
84. H 0.101
85. H 0.049
86. Cl 0.257
87. Si -0.562
88. Cl 0.196
89. Cl 0.185
90. F 0.140
91. C -0.142
92. C -0.140
93. F 0.139
94. C -0.012
95. C -0.134
96. C -0.134
97. F 0.157
98. C 0.000
99. C -0.082



2.
Formula: C50H36F6KNO5P2S3
Source: the Open Molecules 2025 dataset
Level of theory: wB97M-V/def2-TZVPD

Properties
* energy above the lowest of the compared OMol25 structures with the same formula, charge and spin: 0.0 kJ/mol
* max |F|: 0.647 eV Å⁻¹
* net charge: 0
* gap between HOMO and LUMO: 7.949 eV
* spin multiplicity: 1
* energy: -147877.3575 eV
* HOMO: -8.16 eV

Geometry as XYZ:
```
104
C50H36F6KNO5P2S3 wB97M-V/def2-TZVPD
K -2.98 1.15 -2.36
O -1.95 2.69 -0.69
S -1.12 1.80 0.20
C 0.61 2.27 -0.11
C 0.95 3.55 0.24
C 2.26 4.06 0.17
C 3.25 3.20 -0.22
C 4.75 3.39 -0.33
C 5.28 2.01 -0.79
C 4.05 1.16 -0.99
C 3.90 -0.11 -1.45
C 2.59 -0.61 -1.60
C 1.45 0.09 -1.24
P -0.18 -0.58 -1.78
C -0.21 -2.29 -1.14
C 0.66 -3.32 -1.50
C 0.57 -4.57 -0.90
C -0.39 -4.80 0.08
C -1.27 -3.80 0.44
C -1.19 -2.56 -0.18
C 0.18 -0.79 -3.57
C 0.74 0.28 -4.27
C 0.87 0.23 -5.65
C 0.42 -0.88 -6.35
C -0.14 -1.95 -5.66
C -0.27 -1.90 -4.28
C 1.59 1.38 -0.66
C 2.91 1.89 -0.62
C -1.21 2.58 1.84
C -2.04 3.67 1.89
C -2.16 4.49 3.04
C -1.41 4.18 4.13
C -1.25 4.85 5.47
C -0.28 3.94 6.27
C 0.10 2.85 5.31
C 0.93 1.77 5.45
C 1.03 0.86 4.38
C 0.38 1.02 3.17
P 0.34 -0.35 1.96
C -0.67 -1.53 2.93
C -2.05 -1.39 2.80
C -2.92 -2.21 3.49
C -2.42 -3.20 4.32
C -1.05 -3.35 4.47
C -0.18 -2.51 3.78
C 2.02 -1.05 1.97
C 2.18 -2.38 1.59
C 3.45 -2.92 1.42
C 4.57 -2.12 1.60
C 4.42 -0.78 1.94
C 3.15 -0.25 2.12
C -0.46 2.17 2.99
C -0.58 3.03 4.09
H 0.18 4.21 0.62
H 2.47 5.08 0.46
H 5.17 3.70 0.63
H 4.98 4.17 -1.05
H 5.93 1.56 -0.03
H 5.87 2.08 -1.70
H 4.74 -0.72 -1.74
H 2.47 -1.57 -2.06
H 1.39 -3.17 -2.28
H 1.24 -5.36 -1.20
H -0.45 -5.78 0.55
H -2.02 -3.97 1.20
H -1.88 -1.77 0.10
H 1.09 1.15 -3.73
H 1.31 1.06 -6.18
H 0.51 -0.92 -7.43
H -0.50 -2.82 -6.20
H -0.72 -2.73 -3.76
H -2.58 3.94 0.99
H -2.82 5.34 3.02
H -2.22 4.96 5.97
H -0.85 5.86 5.35
H -0.77 3.52 7.15
H 0.59 4.49 6.63
H 1.47 1.58 6.37
H 1.64 -0.03 4.52
H -2.45 -0.63 2.13
H -3.99 -2.09 3.37
H -3.10 -3.86 4.86
H -0.65 -4.12 5.12
H 0.89 -2.64 3.91
H 1.31 -3.01 1.42
H 3.56 -3.96 1.14
H 5.56 -2.53 1.46
H 5.29 -0.15 2.06
H 3.04 0.80 2.37
F -3.48 -0.54 -7.43
C -4.14 0.49 -6.91
F -5.38 0.50 -7.38
F -3.52 1.62 -7.28
S -4.12 0.42 -5.08
O -2.71 0.33 -4.73
O -4.78 1.60 -4.59
N -4.93 -0.91 -4.88
S -5.26 -1.43 -3.44
O -4.52 -0.74 -2.40
O -6.65 -1.67 -3.23
C -4.50 -3.11 -3.47
F -3.19 -3.02 -3.69
F -4.70 -3.70 -2.30
F -5.04 -3.86 -4.43
```

These are the Löwdin partial charges, in e, on atoms 1 to 99:
1. K 0.823
2. O -0.633
3. S 0.893
4. C -0.293
5. C -0.047
6. C 0.001
7. C -0.149
8. C -0.094
9. C -0.094
10. C -0.163
11. C -0.004
12. C -0.061
13. C -0.317
14. P 1.090
15. C -0.364
16. C -0.103
17. C -0.081
18. C -0.079
19. C -0.074
20. C -0.121
21. C -0.371
22. C -0.095
23. C -0.077
24. C -0.083
25. C -0.072
26. C -0.101
27. C -0.165
28. C -0.095
29. C -0.323
30. C -0.070
31. C -0.003
32. C -0.151
33. C -0.098
34. C -0.098
35. C -0.151
36. C -0.006
37. C -0.070
38. C -0.281
39. P 1.119
40. C -0.359
41. C -0.119
42. C -0.081
43. C -0.088
44. C -0.077
45. C -0.087
46. C -0.358
47. C -0.103
48. C -0.072
49. C -0.088
50. C -0.088
51. C -0.095
52. C -0.131
53. C -0.084
54. H 0.114
55. H 0.117
56. H 0.118
57. H 0.120
58. H 0.111
59. H 0.119
60. H 0.121
61. H 0.091
62. H 0.097
63. H 0.106
64. H 0.106
65. H 0.106
66. H 0.086
67. H 0.109
68. H 0.104
69. H 0.103
70. H 0.108
71. H 0.091
72. H 0.105
73. H 0.117
74. H 0.118
75. H 0.119
76. H 0.119
77. H 0.117
78. H 0.115
79. H 0.108
80. H 0.100
81. H 0.107
82. H 0.103
83. H 0.103
84. H 0.101
85. H 0.090
86. H 0.106
87. H 0.102
88. H 0.102
89. H 0.107
90. F 0.147
91. C -0.685
92. F 0.153
93. F 0.141
94. S 0.568
95. O -0.378
96. O -0.301
97. N -0.280
98. S 0.598
99. O -0.429



3.
Formula: C50H36F6NO5P2RuS3
Source: the Open Molecules 2025 dataset
Level of theory: wB97M-V/def2-TZVPD

Properties
* max |F|: 2.546 eV Å⁻¹
* net charge: +3
* gap between HOMO and LUMO (spin up / spin down): 5.125 / 4.399 eV
* spin multiplicity: 5
* expectation value of S²: 6.027
* energy: -134101.9590 eV
* HOMO (spin up / spin down): -15.39 / -15.39 eV

Geometry as XYZ:
```
104
C50H36F6NO5P2RuS3 wB97M-V/def2-TZVPD
Ru 0.08 -0.65 1.17
O 0.94 1.48 -0.80
S 0.14 1.52 0.42
C 1.05 2.53 1.58
C 0.48 3.58 2.28
C 1.26 4.57 2.89
C 2.63 4.53 2.72
C 3.73 5.47 3.12
C 5.02 4.85 2.52
C 4.58 3.56 1.89
C 5.27 2.57 1.22
C 4.56 1.42 0.82
C 3.20 1.27 1.02
P 2.48 -0.39 0.94
C 3.30 -1.20 2.35
C 4.24 -0.70 3.20
C 4.59 -1.40 4.36
C 3.91 -2.57 4.76
C 2.96 -3.11 3.95
C 2.71 -2.54 2.60
C 3.15 -1.19 -0.54
C 4.34 -1.91 -0.47
C 4.90 -2.41 -1.63
C 4.29 -2.19 -2.85
C 3.08 -1.50 -2.92
C 2.50 -1.00 -1.76
C 2.45 2.36 1.54
C 3.19 3.44 2.04
C -1.25 2.58 0.10
C -0.95 3.73 -0.60
C -1.88 4.75 -0.79
C -3.12 4.62 -0.21
C -4.31 5.53 -0.16
C -5.37 4.78 0.69
C -4.72 3.46 1.03
C -5.17 2.37 1.73
C -4.34 1.23 1.78
C -3.08 1.18 1.21
P -2.31 -0.44 0.99
C -2.58 -1.15 2.67
C -3.46 -2.29 3.01
C -3.77 -2.50 4.44
C -3.36 -1.67 5.39
C -2.63 -0.38 5.12
C -1.90 -0.33 3.75
C -3.39 -1.35 -0.15
C -4.59 -0.80 -0.61
C -5.43 -1.56 -1.41
C -5.07 -2.85 -1.78
C -3.86 -3.38 -1.36
C -3.02 -2.64 -0.55
C -2.55 2.34 0.61
C -3.43 3.43 0.49
H -0.60 3.67 2.32
H 0.78 5.38 3.43
H 3.78 5.57 4.20
H 3.54 6.48 2.74
H 5.78 4.69 3.28
H 5.48 5.51 1.78
H 6.33 2.64 1.03
H 5.11 0.61 0.36
H 4.71 0.25 2.99
H 5.38 -1.03 5.00
H 4.14 -3.02 5.71
H 2.43 -4.02 4.22
H 3.28 -3.25 1.95
H 4.83 -2.07 0.49
H 5.83 -2.97 -1.58
H 4.74 -2.56 -3.76
H 2.60 -1.34 -3.87
H 1.56 -0.47 -1.81
H 0.06 3.84 -0.99
H -1.61 5.63 -1.37
H -4.69 5.73 -1.17
H -4.06 6.50 0.26
H -6.30 4.63 0.16
H -5.62 5.33 1.59
H -6.15 2.34 2.19
H -4.73 0.34 2.26
H -4.19 -2.63 2.28
H -4.34 -3.40 4.68
H -3.62 -1.86 6.43
H -3.37 0.43 5.13
H -1.78 0.71 3.44
H -4.89 0.20 -0.36
H -6.36 -1.13 -1.75
H -5.73 -3.43 -2.42
H -3.57 -4.38 -1.67
H -2.08 -3.06 -0.23
F -0.87 -1.07 6.59
C -1.71 -0.05 6.29
F -2.40 0.23 7.39
F -0.94 1.02 6.00
S -0.17 -1.01 3.68
O 0.71 0.18 3.36
O -2.10 -2.51 2.63
N 1.34 -2.55 2.15
S 0.94 -3.55 0.98
O 2.06 -4.11 0.31
O -0.06 -2.82 0.20
C 0.02 -4.95 1.85
F 0.84 -5.98 1.95
F -0.29 -4.54 3.08
F -1.07 -5.27 1.19
```

These are the Löwdin partial charges, in e, on atoms 1 to 99:
1. Ru 0.904
2. O -0.396
3. S 0.848
4. C -0.294
5. C -0.020
6. C 0.033
7. C -0.105
8. C -0.072
9. C -0.073
10. C -0.113
11. C 0.024
12. C -0.049
13. C -0.284
14. P 1.075
15. C -0.210
16. C 0.006
17. C 0.103
18. C 0.009
19. C 0.106
20. C -0.385
21. C -0.350
22. C -0.095
23. C -0.036
24. C -0.022
25. C -0.029
26. C -0.071
27. C -0.154
28. C -0.069
29. C -0.307
30. C -0.022
31. C 0.038
32. C -0.107
33. C -0.071
34. C -0.071
35. C -0.112
36. C 0.025
37. C -0.062
38. C -0.311
39. P 1.105
40. C -0.520
41. C -0.178
42. C 0.022
43. C 0.007
44. C -0.154
45. C -0.342
46. C -0.313
47. C -0.061
48. C -0.038
49. C -0.026
50. C -0.035
51. C -0.080
52. C -0.153
53. C -0.070
54. H 0.125
55. H 0.133
56. H 0.138
57. H 0.137
58. H 0.135
59. H 0.138
60. H 0.133
61. H 0.119
62. H 0.120
63. H 0.148
64. H 0.140
65. H 0.150
66. H 0.197
67. H 0.107
68. H 0.124
69. H 0.126
70. H 0.124
71. H 0.087
72. H 0.133
73. H 0.136
74. H 0.140
75. H 0.137
76. H 0.138
77. H 0.138
78. H 0.134
79. H 0.126
80. H 0.161
81. H 0.132
82. H 0.140
83. H 0.177
84. H 0.112
85. H 0.099
86. H 0.123
87. H 0.126
88. H 0.123
89. H 0.064
90. F 0.129
91. C -0.612
92. F 0.189
93. F 0.140
94. S 1.019
95. O -0.553
96. O -0.104
97. N -0.304
98. S 0.659
99. O -0.214



4.
Formula: C50H40BrN8O3S2Ti
Source: the Open Molecules 2025 dataset
Level of theory: wB97M-V/def2-TZVPD

Properties
* energy above the lowest of the compared OMol25 structures with the same formula, charge and spin: 93.3 kJ/mol
* max |F|: 2.714 eV Å⁻¹
* net charge: +1
* gap between HOMO and LUMO: 7.163 eV
* spin multiplicity: 1
* energy: -185385.3771 eV
* HOMO: -10.38 eV

Geometry as XYZ:
```
105
C50H40BrN8O3S2Ti wB97M-V/def2-TZVPD
Ti -0.75 -0.06 -0.52
C -5.08 -2.20 -1.05
C -4.13 -2.12 0.16
N -3.62 -3.10 0.83
O -4.05 -4.41 0.43
C -3.73 -0.81 0.67
C -4.41 -0.05 1.74
N -2.60 -0.40 0.23
O -2.07 0.83 0.54
H -4.85 -3.04 -1.72
H -5.22 -1.24 -1.61
H -6.09 -2.39 -0.59
H -3.32 -4.94 0.78
H -3.61 0.31 2.40
H -5.10 -0.70 2.26
H -4.97 0.86 1.37
S 2.98 -3.98 -3.41
C 4.18 -5.17 -3.32
C 5.12 -4.88 -2.38
C 4.87 -3.59 -1.77
C 3.80 -2.96 -2.31
C 3.33 -1.66 -1.94
C 1.96 -1.51 -1.66
N 1.47 -0.48 -1.00
C 2.32 0.51 -0.64
C 3.67 0.47 -0.96
C 4.47 1.63 -0.64
C 3.98 2.70 0.04
C 2.61 2.66 0.48
C 2.05 3.69 1.29
C 0.72 3.69 1.58
C -0.03 2.58 1.16
N 0.48 1.59 0.40
C 1.80 1.61 0.12
C 0.01 4.78 2.26
C 0.41 5.65 3.24
C -0.59 6.60 3.60
C -1.73 6.49 2.85
S -1.59 5.20 1.74
C 4.20 -0.66 -1.68
H 4.10 -6.07 -3.85
H 5.99 -5.46 -2.21
H 5.42 -3.15 -0.93
H 1.35 -2.34 -1.93
H 5.53 1.68 -0.94
H 4.52 3.61 0.25
H 2.61 4.54 1.62
H -1.06 2.54 1.40
H 1.42 5.59 3.64
H -0.48 7.33 4.36
H -2.59 7.09 2.98
H 5.27 -0.80 -1.72
C 0.93 -3.09 2.25
C 0.82 -4.28 1.55
C 0.16 -4.30 0.33
C -0.33 -3.08 -0.16
C -0.19 -1.87 0.46
C 0.43 -1.90 1.75
C -1.01 -2.95 -1.44
C -1.23 -4.06 -2.32
C -1.95 -3.94 -3.48
C -2.59 -2.76 -3.75
C -3.47 -2.64 -4.81
C -4.19 -1.48 -5.01
C -3.97 -0.39 -4.12
C -3.04 -0.47 -3.12
C -2.30 -1.65 -2.89
N -1.49 -1.76 -1.82
H 1.49 -3.08 3.20
H 1.17 -5.29 1.89
H 0.08 -5.14 -0.31
H 0.54 -0.95 2.36
H -0.87 -4.99 -1.98
H -2.14 -4.82 -4.10
H -3.70 -3.60 -5.26
H -4.92 -1.40 -5.82
H -4.42 0.57 -4.26
H -2.85 0.37 -2.48
C -0.22 3.40 6.44
N 0.72 2.68 5.58
C 2.04 2.74 5.82
C 2.93 1.97 5.16
C 2.40 1.20 4.06
N 1.09 1.17 3.76
C 0.19 1.83 4.59
O -1.02 1.84 4.47
N 3.28 0.52 3.32
H -0.91 4.04 5.92
H 0.38 4.00 7.09
H -0.85 2.72 7.07
H 2.35 3.30 6.74
H 3.96 1.94 5.46
H 2.87 0.08 2.49
H 4.29 0.61 3.45
Br 0.19 2.94 -6.59
C -0.23 2.24 -4.92
C -0.62 3.00 -3.80
C -0.68 2.27 -2.57
C -0.50 0.92 -2.46
C -0.08 0.22 -3.63
C 0.02 0.86 -4.85
H -0.85 4.08 -3.84
H -1.02 2.86 -1.68
H 0.15 -0.85 -3.58
H 0.18 0.28 -5.76
```

These are the Löwdin partial charges, in e, on atoms 1 to 99:
1. Ti 1.064
2. C 0.003
3. C -0.275
4. N 0.085
5. O -0.045
6. C -0.263
7. C 0.018
8. N -0.075
9. O -0.214
10. H 0.083
11. H 0.086
12. H 0.107
13. H 0.089
14. H 0.096
15. H 0.090
16. H 0.117
17. S 1.071
18. C -0.405
19. C -0.140
20. C -0.099
21. C -0.524
22. C -0.204
23. C -0.034
24. N 0.077
25. C -0.132
26. C -0.101
27. C -0.007
28. C -0.001
29. C -0.125
30. C 0.075
31. C -0.195
32. C -0.047
33. N 0.083
34. C -0.169
35. C -0.474
36. C -0.119
37. C -0.175
38. C -0.390
39. S 1.074
40. C 0.080
41. H 0.054
42. H 0.097
43. H 0.126
44. H 0.090
45. H 0.131
46. H 0.124
47. H 0.133
48. H 0.082
49. H 0.113
50. H 0.097
51. H 0.067
52. H 0.137
53. C -0.092
54. C -0.073
55. C -0.012
56. C -0.248
57. C -0.150
58. C -0.069
59. C -0.208
60. C 0.033
61. C 0.016
62. C -0.186
63. C -0.028
64. C -0.032
65. C -0.040
66. C -0.049
67. C -0.223
68. N 0.081
69. H 0.113
70. H 0.123
71. H 0.090
72. H 0.095
73. H 0.089
74. H 0.135
75. H 0.120
76. H 0.117
77. H 0.109
78. H 0.097
79. C -0.011
80. N -0.048
81. C -0.067
82. C -0.017
83. C -0.396
84. N 0.181
85. C -0.494
86. O 0.047
87. N 0.164
88. H 0.088
89. H 0.068
90. H 0.119
91. H 0.149
92. H 0.102
93. H 0.105
94. H 0.121
95. Br 0.770
96. C -0.712
97. C -0.086
98. C -0.131
99. C -0.236